113
Properties=species:S:1:pos:R:3:mulliken_charge:R:1 method="wB97M-V/def2-TZVPD" e_homo_ev=-7.3 gap_ev=1.5 total_energy_ev=-344533.1226 lumo_energy_ha=-0.212
O 2.37 3.71 4.52 -0.566
C 2.93 2.93 3.79 0.281
O 4.29 2.84 3.77 -0.564
C 2.15 1.96 2.84 -0.764
C 0.86 2.58 2.21 1.206
C 0.93 3.20 0.77 -0.551
Br 0.62 5.16 1.04 0.037
O 2.06 2.90 0.01 0.401
C 3.17 3.72 0.17 -0.450
C 3.41 4.73 -0.98 -0.670
C 3.32 4.01 -2.35 0.024
C 4.65 3.37 -2.78 -0.385
F 5.43 4.33 -3.39 -0.359
C -0.29 2.73 -0.16 0.113
Br -0.50 4.16 -1.53 -0.068
C -1.63 2.67 0.60 0.655
C -2.90 2.59 -0.25 0.311
O -2.91 1.54 -1.23 0.216
C -2.91 2.02 -2.57 2.231
C -3.52 0.94 -3.55 0.842
F -2.59 0.63 -4.45 -0.217
F -3.85 -0.32 -2.85 -0.178
F -4.53 1.36 -4.19 -0.134
O 0.03 1.59 -0.92 0.126
C -0.07 0.37 -0.20 1.416
C 0.78 -0.65 -1.01 -0.336
C 2.25 -0.20 -0.89 1.011
C 3.25 -1.08 -1.65 -0.121
O 4.42 -1.03 -1.31 -0.648
N 2.81 -1.89 -2.74 -0.120
C 3.98 -2.42 -3.43 0.207
C 4.49 -1.70 -4.48 -0.476
C 5.62 -2.20 -5.11 -0.630
C 6.19 -3.37 -4.67 -0.486
C 5.64 -4.09 -3.63 -0.618
C 4.52 -3.61 -3.00 -0.075
H 4.55 2.88 2.77 0.369
H 1.82 1.15 3.50 0.524
H 2.83 1.51 2.11 0.104
H 0.54 3.35 2.91 0.960
H 0.10 1.79 2.28 -1.546
H 3.25 4.19 1.15 0.598
H 4.14 2.97 0.10 0.075
H 4.41 5.12 -0.81 0.438
H 2.68 5.55 -0.96 0.277
H 2.99 4.76 -3.09 0.502
H 2.55 3.23 -2.37 -0.230
H 5.13 2.95 -1.89 0.273
H 4.43 2.54 -3.46 0.281
H -1.75 3.60 1.19 1.123
H -1.67 1.86 1.33 -1.558
H -3.72 2.36 0.45 0.316
H -3.14 3.60 -0.65 -1.587
H -3.40 3.01 -2.74 -2.537
H -1.86 2.11 -2.89 0.490
H -1.09 -0.04 -0.15 -1.035
H 0.37 0.40 0.81 0.131
H 0.67 -1.67 -0.64 -0.475
H 0.49 -0.53 -2.06 0.609
H 2.58 -0.23 0.16 0.029
H 2.41 0.82 -1.24 -0.372
H 2.31 -1.31 -3.41 0.422
H 4.05 -0.76 -4.80 0.312
H 6.07 -1.66 -5.93 0.357
H 7.09 -3.75 -5.15 0.359
H 6.09 -5.01 -3.27 0.366
H 4.03 -4.09 -2.16 0.508
C -2.33 -3.68 2.06 -1.823
C -2.49 -2.27 2.69 1.961
C -3.10 -2.40 4.09 -1.326
C -4.59 -2.76 4.06 -0.557
C -5.37 -1.79 3.19 -1.299
C -4.78 -1.64 1.77 1.363
N -3.31 -1.40 1.80 0.333
O -3.13 -0.14 2.14 -0.079
C -5.09 -2.90 0.94 -1.421
C -5.53 -0.52 1.05 -1.657
C -1.06 -1.75 2.81 -1.807
H -1.39 -4.13 2.37 0.411
H -3.11 -4.37 2.37 0.331
H -2.32 -3.63 0.97 0.315
H -2.98 -1.46 4.63 0.381
H -2.56 -3.15 4.66 0.410
H -4.73 -3.79 3.72 0.308
H -4.98 -2.73 5.08 0.437
H -6.41 -2.12 3.11 0.425
H -5.39 -0.82 3.68 0.336
H -4.60 -2.85 -0.03 0.189
H -6.16 -2.97 0.76 0.485
H -4.81 -3.83 1.42 0.317
H -5.49 0.43 1.60 0.240
H -6.58 -0.78 0.93 0.543
H -5.11 -0.35 0.05 0.201
H -0.59 -1.66 1.82 0.204
H -0.46 -2.43 3.41 0.569
H -1.00 -0.78 3.30 0.313
Cl -4.12 4.09 -4.41 -0.608
Al -2.41 -0.77 -1.73 0.855
C 1.52 -5.81 0.72 -1.147
C 1.65 -4.38 1.19 -0.208
O 0.98 -3.49 0.29 -0.533
H 1.94 -5.93 -0.28 0.272
H 2.04 -6.49 1.40 0.412
H 0.47 -6.11 0.66 0.312
H 2.70 -4.08 1.22 0.419
H 1.23 -4.26 2.19 0.160
H 0.05 -3.75 0.27 0.058
Cl -2.50 1.37 3.47 0.079
F -4.74 0.35 -6.06 -0.752
F -2.08 6.33 -0.55 -0.778
Ca -3.93 4.96 -2.20 1.205
Br -2.18 3.26 4.58 -0.149
Cl 5.38 3.17 1.32 -0.444